{
  "formula": "C2H6N2O",
  "method": "ωB97M-V with the def2-TZVPD basis set",
  "elements": ["O", "N", "N", "C", "C", "H", "H", "H", "H", "H", "H"],
  "positions_angstrom": [[-1.999, -0.288, -0.531], [0.543, -1.341, -0.022], [-1.013, 0.410, 0.282], [1.087, 1.111, 0.079], [0.260, -0.016, 0.088], [0.987, 1.823, -0.729], [-2.603, -0.661, 0.124], [-0.668, 1.516, 0.195], [-0.182, -1.995, 0.235], [1.498, -1.598, -0.199], [2.091, 1.039, 0.478]],
  "charge": 0,
  "smiles": "C=C(N)NO",
  "de_lowest_ev": 4.393,
  "orbital_gap_ev": 8.683,
  "e_homo_ev": -7.87,
  "total_energy_ha": -264.4259
}



{
  "formula": "C2H6N2O",
  "method": "ωB97M-V with the def2-TZVPD basis set",
  "elements": ["O", "N", "N", "C", "C", "H", "H", "H", "H", "H", "H"],
  "positions_angstrom": [[1.561, 0.766, -0.348], [1.969, -0.452, 0.091], [-0.609, -1.484, -0.102], [-1.864, 0.764, -0.055], [-1.170, -0.482, -0.084], [-2.504, 0.855, -0.933], [-2.468, 0.823, 0.850], [2.158, -0.434, 1.112], [2.837, -0.749, -0.392], [-1.114, 1.555, -0.060], [1.206, -1.162, -0.078]],
  "charge": 0,
  "smiles": "[NH3+][O-].CC#N",
  "de_lowest_ev": 3.544,
  "orbital_gap_ev": 9.362,
  "e_homo_ev": -8.44,
  "total_energy_ha": -264.4571
}



{
  "formula": "C2H6N2O",
  "method": "ωB97M-V with the def2-TZVPD basis set",
  "elements": ["O", "N", "N", "C", "C", "H", "H", "H", "H", "H", "H"],
  "positions_angstrom": [[0.186, -1.333, 0.668], [-1.008, 1.249, 0.454], [0.417, 1.063, 0.664], [-0.035, -1.261, -0.759], [0.901, -0.217, 0.355], [-1.584, 0.402, 0.820], [1.956, -0.240, 0.484], [-1.131, 1.307, -0.542], [0.913, 1.838, 0.066], [-0.970, -0.689, -1.046], [0.356, -2.121, -1.165]],
  "charge": 0,
  "smiles": "NN[C@@H]1CO1",
  "de_lowest_ev": 4.877,
  "orbital_gap_ev": 9.234,
  "e_homo_ev": -8.23,
  "total_energy_ha": -264.4081
}



{
  "formula": "C2H6N2O2",
  "method": "ωB97M-V with the def2-TZVPD basis set",
  "elements": ["O", "O", "N", "N", "C", "C", "H", "H", "H", "H", "H", "H"],
  "positions_angstrom": [[0.753, 0.586, -0.004], [-3.124, 0.895, -0.709], [-2.307, 0.693, 0.163], [-0.202, -0.270, 0.797], [2.018, -0.042, -0.133], [-1.316, -0.319, -0.099], [1.918, -0.992, -0.661], [-0.431, 0.306, 1.608], [-0.641, 0.004, -1.034], [2.476, -0.209, 0.844], [-1.780, -1.312, -0.082], [2.638, 0.658, -0.690]],
  "charge": 0,
  "smiles": "CONCN=O",
  "de_lowest_ev": 6.090,
  "orbital_gap_ev": 9.050,
  "e_homo_ev": -9.27,
  "total_energy_ha": -339.6089
}



{
  "formula": "C2H6N2O2",
  "method": "ωB97M-V with the def2-TZVPD basis set",
  "elements": ["O", "O", "N", "N", "C", "C", "H", "H", "H", "H", "H", "H"],
  "positions_angstrom": [[-1.019, 0.496, -1.200], [1.254, -0.430, 1.914], [-0.153, 0.479, -0.333], [0.278, -0.583, 0.171], [0.488, 1.697, 0.111], [-0.272, -1.866, -0.056], [-0.276, 2.449, 0.307], [0.426, -2.603, 0.334], [1.055, 1.437, 1.009], [-1.226, -1.964, 0.470], [-0.444, -2.013, -1.127], [1.146, 2.066, -0.675]],
  "charge": 0,
  "de_lowest_ev": 8.266,
  "orbital_gap_ev": [9.428, 9.372],
  "e_homo_ev": [-10.29, -9.99],
  "total_energy_ha": -339.5289
}



{
  "formula": "C2H6N2O2",
  "method": "ωB97M-V with the def2-TZVPD basis set",
  "elements": ["O", "O", "N", "N", "C", "C", "H", "H", "H", "H", "H", "H"],
  "positions_angstrom": [[-0.830, -0.245, 0.210], [1.377, -1.053, 1.644], [0.451, 0.310, -0.179], [1.553, 0.002, 1.212], [0.431, 1.724, -0.218], [-1.015, -1.496, -0.383], [-0.458, 2.072, -0.766], [1.384, 1.983, -0.657], [-1.305, -1.401, -1.447], [-0.060, -2.068, -0.370], [0.301, 2.191, 0.797], [-1.829, -2.019, 0.156]],
  "charge": 0,
  "de_lowest_ev": 6.060,
  "orbital_gap_ev": [8.335, 8.334],
  "e_homo_ev": [-8.55, -8.55],
  "total_energy_ha": -339.6099
}



{
  "formula": "C2H6N2O2",
  "method": "ωB97M-V with the def2-TZVPD basis set",
  "elements": ["O", "O", "N", "N", "C", "C", "H", "H", "H", "H", "H", "H"],
  "positions_angstrom": [[1.729, -1.014, 0.721], [2.182, 0.956, 0.006], [1.426, 0.005, 0.154], [-0.651, 1.334, 1.106], [0.181, 0.004, -0.486], [-0.697, -1.189, -0.392], [0.059, 0.760, -1.313], [-0.555, -1.780, -1.219], [-0.152, 2.164, 0.888], [-1.508, 1.372, 0.487], [-0.302, -1.703, 0.552], [-1.712, -0.910, -0.504]],
  "charge": 0,
  "de_lowest_ev": 6.904,
  "orbital_gap_ev": [8.813, 9.191],
  "e_homo_ev": [-9.94, -10.54],
  "total_energy_ha": -339.5789
}



{
  "formula": "C2H6N2O2",
  "method": "ωB97M-V with the def2-TZVPD basis set",
  "elements": ["O", "O", "N", "N", "C", "C", "H", "H", "H", "H", "H", "H"],
  "positions_angstrom": [[-2.121, 1.075, -0.265], [-1.542, -1.167, -0.061], [2.317, -0.383, 0.172], [1.137, 0.070, -0.420], [-1.086, 0.147, -0.255], [0.118, 0.523, 0.346], [0.387, -0.518, -1.110], [-2.004, -1.448, -0.859], [2.275, -0.482, 1.184], [0.288, 1.256, 1.126], [-2.858, 0.717, 0.250], [3.090, 0.209, -0.108]],
  "charge": 0,
  "smiles": "NNC=C(O)O",
  "de_lowest_ev": 4.996,
  "orbital_gap_ev": 7.839,
  "e_homo_ev": -7.32,
  "total_energy_ha": -339.6491
}



{
  "formula": "C2H6N2O2",
  "method": "ωB97M-V with the def2-TZVPD basis set",
  "elements": ["O", "O", "N", "N", "C", "C", "H", "H", "H", "H", "H", "H"],
  "positions_angstrom": [[-2.227, -1.215, 0.148], [2.486, -1.004, -0.320], [2.327, 0.046, 1.635], [-1.930, 0.659, -1.040], [-2.316, -0.582, -0.905], [1.977, -0.093, 0.339], [-1.721, 1.193, -0.193], [1.235, 0.611, -0.110], [3.125, -0.475, 2.006], [-2.695, -1.011, -1.864], [1.839, 0.723, 2.227], [-2.102, 1.147, -1.923]],
  "charge": 0,
  "smiles": "NC=O.NC=O",
  "de_lowest_ev": 0.661,
  "orbital_gap_ev": 10.576,
  "e_homo_ev": -9.90,
  "total_energy_ha": -339.8084
}



{
  "formula": "C2H6N2O2S",
  "method": "ωB97M-V with the def2-TZVPD basis set",
  "elements": ["S", "O", "O", "N", "N", "C", "C", "H", "H", "H", "H", "H", "H"],
  "positions_angstrom": [[1.591, -0.729, -0.166], [-2.245, -0.908, -0.294], [-1.745, 1.394, 0.151], [-0.370, 1.039, -0.317], [-1.130, -1.001, 0.560], [2.491, 0.769, 0.169], [-0.112, -0.158, -0.033], [3.512, 0.548, 0.494], [2.235, 1.474, -0.717], [-2.531, 0.081, -0.139], [1.962, 1.252, 1.072], [-0.786, -1.915, 0.518], [-1.710, 2.398, 0.046]],
  "charge": 0,
  "smiles": "CS/C(=N/O)NO",
  "de_lowest_ev": 4.575,
  "orbital_gap_ev": 9.847,
  "e_homo_ev": -9.12,
  "total_energy_ha": -737.8349
}



{
  "formula": "C2H6N2O2S",
  "method": "ωB97M-V with the def2-TZVPD basis set",
  "elements": ["S", "O", "O", "N", "N", "C", "C", "H", "H", "H", "H", "H", "H"],
  "positions_angstrom": [[-0.819, 2.041, -0.027], [-3.097, -0.608, 0.186], [-1.668, -1.791, -0.893], [-2.008, -0.831, -0.263], [1.998, -0.163, 0.463], [-0.402, 0.383, 0.421], [0.779, -0.279, -0.323], [1.991, -0.728, 1.279], [0.766, 0.241, -1.360], [-0.259, 0.384, 1.480], [0.775, -1.291, -0.636], [2.025, 0.786, 0.817], [-0.081, 1.855, -1.145]],
  "s2": 2.008,
  "charge": 0,
  "multiplicity": 3,
  "de_lowest_ev": 4.593,
  "orbital_gap_ev": [7.350, 7.097],
  "e_homo_ev": [-6.98, -9.80],
  "total_energy_ha": -737.7278
}



{
  "formula": "C2H6N2O3",
  "method": "ωB97M-V with the def2-TZVPD basis set",
  "elements": ["O", "O", "O", "N", "N", "C", "C", "H", "H", "H", "H", "H", "H"],
  "positions_angstrom": [[-0.653, -1.170, -1.340], [-1.347, -1.129, 0.860], [-0.704, 1.483, 0.893], [-0.392, 1.565, -1.325], [1.428, -1.024, 0.745], [-0.508, 0.920, -0.135], [-0.774, -0.635, -0.291], [-0.477, 2.520, -1.239], [-0.992, 1.229, -2.054], [1.791, -1.670, 0.143], [1.886, -0.215, 0.470], [1.635, -1.247, 1.654], [-0.894, -0.629, 1.619]],
  "charge": 0,
  "smiles": "NC(=O)C(=O)O.N",
  "de_lowest_ev": 1.342,
  "orbital_gap_ev": 10.538,
  "e_homo_ev": -9.80,
  "total_energy_ha": -415.0463
}



{
  "formula": "C2H6N2O3",
  "method": "ωB97M-V with the def2-TZVPD basis set",
  "elements": ["O", "O", "O", "N", "N", "C", "C", "H", "H", "H", "H", "H", "H"],
  "positions_angstrom": [[-0.808, -3.769, -0.724], [1.461, 2.994, 0.161], [1.349, 0.752, 0.236], [-0.887, -1.482, -0.920], [-0.289, 1.933, 1.282], [-1.430, -2.698, -0.651], [0.867, 1.810, 0.548], [-1.046, 2.309, 0.725], [-1.467, -0.678, -0.673], [-2.451, -2.557, -0.278], [-0.537, 1.044, 1.666], [0.056, -1.476, -1.387], [1.042, 3.716, 0.651]],
  "charge": 0,
  "smiles": "NC(=O)O.NC=O",
  "de_lowest_ev": 0.858,
  "orbital_gap_ev": 10.092,
  "e_homo_ev": -9.96,
  "total_energy_ha": -415.0641
}



{
  "formula": "C2H6N2O3",
  "method": "ωB97M-V with the def2-TZVPD basis set",
  "elements": ["O", "O", "O", "N", "N", "C", "C", "H", "H", "H", "H", "H", "H"],
  "positions_angstrom": [[0.360, -0.063, -2.256], [-0.918, -0.390, 1.469], [1.347, 0.160, -0.190], [0.289, -1.801, -0.820], [-1.157, 1.872, 1.355], [0.695, -0.492, -0.986], [-0.485, 0.708, 1.673], [-0.316, -2.173, -1.542], [-0.604, 2.695, 1.429], [-1.988, 1.819, 0.773], [0.808, -0.603, -2.923], [0.538, 0.885, 2.088], [0.069, -2.074, 0.116]],
  "charge": 0,
  "smiles": "NC(=O)O.NC=O",
  "de_lowest_ev": 0.616,
  "orbital_gap_ev": 10.629,
  "e_homo_ev": -10.00,
  "total_energy_ha": -415.0730
}



{
  "formula": "C2H6N2O3",
  "method": "ωB97M-V with the def2-TZVPD basis set",
  "elements": ["O", "O", "O", "N", "N", "C", "C", "H", "H", "H", "H", "H", "H"],
  "positions_angstrom": [[2.100, -0.025, 1.327], [1.948, -0.616, -0.828], [1.307, 1.376, -0.299], [-1.136, 0.277, 0.246], [-0.601, -0.753, 0.825], [1.699, 0.334, 0.070], [-2.239, 0.370, -0.463], [-3.006, -0.320, -0.343], [1.888, -0.369, -1.742], [-0.940, -1.639, 0.486], [1.962, -1.068, 1.372], [-2.413, 1.228, -1.006], [-0.570, 1.204, 0.354]],
  "charge": 0,
  "de_lowest_ev": 3.856,
  "orbital_gap_ev": [8.590, 8.590],
  "e_homo_ev": [-8.02, -8.02],
  "total_energy_ha": -414.9539
}



{
  "formula": "C2H6N2O3S",
  "method": "ωB97M-V with the def2-TZVPD basis set",
  "elements": ["S", "O", "O", "O", "N", "N", "C", "C", "H", "H", "H", "H", "H", "H"],
  "positions_angstrom": [[-2.656, -0.220, 0.386], [-2.471, -0.874, -0.878], [-3.028, 1.448, 0.043], [-1.186, -0.140, 1.125], [1.791, -1.495, 0.900], [0.821, 0.762, -0.145], [0.707, -1.575, 0.245], [0.105, -0.348, -0.144], [0.008, -2.399, -0.093], [2.095, -2.489, 1.202], [1.657, 0.858, 0.532], [-0.580, -0.511, -1.075], [0.477, 1.689, -0.448], [-3.716, 1.608, -0.502]],
  "charge": 0,
  "de_lowest_ev": 2.464,
  "orbital_gap_ev": 9.351,
  "e_homo_ev": -9.19,
  "total_energy_ha": -813.1362
}



{
  "formula": "C2H6N2O4",
  "method": "ωB97M-V with the def2-TZVPD basis set",
  "elements": ["O", "O", "O", "O", "N", "N", "C", "C", "H", "H", "H", "H", "H", "H"],
  "positions_angstrom": [[2.405, -1.016, 0.424], [-2.637, 1.069, 0.012], [2.073, 1.255, -0.045], [-2.019, -1.197, -0.195], [0.358, -0.364, -0.157], [-0.332, 0.471, 0.447], [1.700, -0.064, -0.351], [-1.857, 0.008, 0.491], [1.410, 1.554, 0.539], [3.149, -1.435, -0.049], [-1.083, -1.343, -0.419], [1.945, -0.257, -1.388], [-2.929, 1.318, -0.887], [-2.183, 0.001, 1.580]],
  "charge": 0,
  "smiles": "OC(O)/N=N/C(O)O",
  "de_lowest_ev": 3.658,
  "orbital_gap_ev": 10.164,
  "e_homo_ev": -10.31,
  "total_energy_ha": -490.2049
}



{
  "formula": "C2H6N2OS",
  "method": "ωB97M-V with the def2-TZVPD basis set",
  "elements": ["S", "O", "N", "N", "C", "C", "H", "H", "H", "H", "H", "H"],
  "positions_angstrom": [[0.525, 0.159, -2.254], [1.685, 0.637, 1.472], [0.519, -0.171, 1.652], [0.858, -0.161, -0.600], [-1.417, -0.442, -0.040], [-0.083, -0.220, 0.313], [-2.148, -1.084, 0.743], [-1.401, -1.101, -1.196], [-0.102, 0.838, 2.024], [-1.707, 0.748, -0.089], [1.768, 0.232, -2.367], [1.503, 0.567, 0.342]],
  "charge": 0,
  "de_lowest_ev": 6.651,
  "orbital_gap_ev": 9.333,
  "e_homo_ev": -8.87,
  "total_energy_ha": -662.5225
}



{
  "formula": "C2H6N2OS",
  "method": "ωB97M-V with the def2-TZVPD basis set",
  "elements": ["S", "O", "N", "N", "C", "C", "H", "H", "H", "H", "H", "H"],
  "positions_angstrom": [[-1.495, 0.977, 0.960], [-2.395, -0.699, -0.095], [-2.299, -0.654, -1.282], [-0.223, 1.430, 0.195], [0.898, -0.793, -0.201], [0.995, 0.796, -0.013], [-1.137, -0.049, 1.657], [-0.066, -1.037, -0.735], [1.678, 1.082, 0.757], [1.063, -1.270, 0.752], [1.291, 1.177, -0.950], [1.692, -0.962, -1.045]],
  "charge": 0,
  "de_lowest_ev": 6.605,
  "orbital_gap_ev": [7.298, 7.786],
  "e_homo_ev": [-7.46, -8.57],
  "total_energy_ha": -662.5241
}



{
  "formula": "C2H6N2OS",
  "method": "ωB97M-V with the def2-TZVPD basis set",
  "elements": ["S", "O", "N", "N", "C", "C", "H", "H", "H", "H", "H", "H"],
  "positions_angstrom": [[-2.815, -0.717, -0.219], [1.406, 0.388, -0.179], [0.069, -0.022, -0.260], [-2.110, 0.804, -0.117], [-0.755, 0.977, -0.132], [2.281, -0.738, -0.091], [-2.521, -1.229, 0.997], [3.249, -0.339, 0.121], [1.969, -1.444, 0.703], [-0.418, 2.002, 0.007], [2.300, -1.274, -1.021], [-2.654, 1.590, 0.192]],
  "charge": 0,
  "smiles": "CO/N=C/NS",
  "de_lowest_ev": 3.181,
  "orbital_gap_ev": 9.205,
  "e_homo_ev": -8.44,
  "total_energy_ha": -662.6500
}